(1)
Computed, not measured: a 10-piece molecular cluster, C10H36F3NO10 overall, with wB97M-V/def2-TZVPD.

Kohn-Sham gap, eV: 5.68
ΔE to the lowest compared entry with this formula, charge and spin, kJ/mol: 0.0
Net charge: -2
LUMO, eV: 4.454
Largest force on an atom, eV/Å: 2.25

Each line ends with the Mulliken charge.
Positions of all 60 atoms, in Å:
N -0.4349 -0.1015 -0.2482  0.9066
H -1.1457 -0.7378 0.2618  0.6204
H -0.0546 0.5918 0.4277  0.1189
H -0.9756 0.4381 -1.0044  0.0781
H 0.3774 -0.5545 -0.6764  0.1522
O -2.0970 0.9715 -2.1039  -1.1005
H -2.0725 0.5726 -2.9743  0.1149
O -2.5732 -1.3438 0.7643  -1.0602
H -2.5258 -2.3014 0.8893  -0.0229
C 1.0596 1.9583 2.4236  -0.3127
O 1.1541 1.9314 0.9391  -0.1807
O 0.2176 1.0815 2.8431  -0.8468
C 2.5038 1.8976 2.9956  0.8397
F 3.2005 0.8459 2.5301  -0.2172
F 3.2367 3.0161 2.7387  -0.3105
F 2.4703 1.7966 4.3377  -0.3110
C 1.5228 3.1283 0.2983  -0.4432
C 1.3816 2.9070 -1.1942  -0.8451
H 0.3881 2.6170 -1.5370  -0.0026
H 1.5802 3.8538 -1.7173  0.4206
H 2.1186 2.1970 -1.5740  0.1545
H 2.5533 3.4106 0.5477  0.2358
H 0.8700 3.9571 0.6062  0.2842
H 0.6168 2.9711 2.5830  0.1766
C 3.0941 -0.6917 -1.2460  -0.7176
O 1.8518 -1.3626 -1.3375  -0.4091
H 3.9174 -1.3974 -1.0605  0.3072
H 3.3602 -0.1301 -2.1461  0.3024
H 3.0981 -0.0331 -0.3791  0.1447
H 1.9147 -1.9506 -2.0954  0.1435
C 2.1491 -2.0425 2.3042  -0.2883
O 0.8534 -1.8111 2.8032  -0.5200
H 2.9105 -1.8586 3.0695  0.2646
H 2.2028 -3.0796 1.9560  0.2603
H 2.3282 -1.4352 1.4145  -0.1271
H 0.7273 -0.8356 2.8352  0.3338
C 0.1120 -0.6112 -4.2267  -0.1317
O 0.1015 0.7440 -3.8863  -0.4577
H 0.9905 -0.8604 -4.8385  0.3345
H 0.1396 -1.3208 -3.3907  -0.2628
H -0.7444 -0.9018 -4.8567  0.3356
H -0.6452 0.8464 -3.2297  0.0658
C -2.2603 3.8093 -0.2436  -0.5766
O -2.6097 2.4770 0.0150  -0.4876
H -3.1006 4.4643 0.0381  0.2985
H -1.3972 4.1817 0.3292  0.1304
H -2.0250 3.9583 -1.3053  0.2332
H -2.4535 2.0057 -0.8373  0.3613
C -3.6783 -2.9857 3.4396  -0.5919
O -2.7853 -1.9194 3.4734  -0.4321
H -3.9986 -3.1358 2.3993  0.2830
H -3.2201 -3.9429 3.7515  0.1963
H -4.5310 -2.7906 4.0921  0.2134
H -2.1989 -1.9141 2.6868  0.3757
C -1.1771 -3.5253 -1.5994  -0.2986
O -1.9426 -2.8041 -2.5608  -0.4438
H -0.1149 -3.5312 -1.8906  0.0914
H -1.2600 -3.1334 -0.5898  -0.0067
H -1.4587 -4.5878 -1.6419  0.3548
H -1.5220 -2.9985 -3.4017  0.2720

***

(2)
Computed, not measured: C5H7NO2 as an isolated structure, with wB97M-V/def2-TZVPD.

Kohn-Sham gap, eV: 9.74
ΔE to the lowest compared entry with this formula, charge and spin, kJ/mol: 575.6
Net charge: 0
LUMO, eV: -0.106
Largest force on an atom, eV/Å: 10.07

Each line ends with the Mulliken charge.
Positions of all 15 atoms, in Å:
C 1.5708 -0.9653 -0.0870  -0.8881
C 0.3619 0.0338 -0.0788  1.0677
C -1.0447 -0.3072 0.6218  -0.7430
C -1.4639 1.1546 0.9481  -0.1190
C -0.0489 0.2064 -1.4266  -0.2532
H 1.0605 -2.0357 -0.0374  0.3060
H 2.4757 -0.9828 0.9251  0.2754
H 2.1848 -0.5882 -1.1705  0.2611
H -0.9831 -0.9069 1.5171  0.3626
H -1.7222 -0.8941 0.0326  0.3715
H -2.4276 1.6087 1.4255  0.3406
H 0.9488 0.3065 -1.9833  0.1489
N -0.4605 1.9481 1.0490  -0.3357
O 0.7151 1.2656 0.4399  -0.2821
O -1.1666 0.1564 -2.1755  -0.5127

***

(3)
Computed, not measured: a 2-piece molecular cluster, C4H8O2 overall, with wB97M-V/def2-TZVPD.

Kohn-Sham gap, eV: 10.43
SMILES string: C=CC.O=CO
ΔE to the lowest compared entry with this formula, charge and spin, kJ/mol: 219.6
Net charge: 0
LUMO, eV: 0.826
Largest force on an atom, eV/Å: 4.99

Each line ends with the Mulliken charge.
Positions of all 14 atoms, in Å:
C -1.0460 -0.5439 0.1172  -0.6315
C -1.2401 0.7397 0.5228  0.2062
C -2.2150 1.3244 1.5131  -1.0412
H -0.3759 -0.9936 -0.6396  0.0238
H -1.4957 -1.3511 0.6277  0.2233
H -0.7391 1.4768 -0.0458  0.3142
H -2.7299 0.4903 1.9710  0.2916
H -1.5496 1.6345 2.2972  0.2737
H -2.7049 2.0357 0.9738  0.3518
O 3.3628 -1.9674 -2.0982  -0.5633
C 3.2525 -0.9537 -1.3958  0.2571
O 2.0756 -0.4574 -1.2423  -0.3617
H 3.9331 -0.5498 -0.6839  0.3393
H 1.4722 -0.8844 -1.9172  0.3167

***

(4)
Computed, not measured: a 5-piece molecular cluster, C7H17Cl4N3O6 overall, with wB97M-V/def2-TZVPD.

Kohn-Sham gap, eV: 10.20
SMILES string: C[N+](=O)[O-].C[N+](=O)[O-].C[N+](=O)[O-].ClCCCl.ClCCCl
ΔE to the lowest compared entry with this formula, charge and spin, kJ/mol: 139.8
Net charge: 0
LUMO, eV: -0.749
Largest force on an atom, eV/Å: 4.20

Each line ends with the Mulliken charge.
Positions of all 37 atoms, in Å:
C -6.2840 10.5111 -15.8204  -0.3757
N -5.6934 11.8732 -15.8877  0.9700
O -4.8130 12.0171 -16.6339  -0.5683
O -6.2667 12.6872 -15.2275  -0.5638
H -6.9420 10.4645 -14.9527  0.0650
H -5.5321 9.7232 -15.7740  0.1680
H -6.8325 10.4950 -16.7622  0.3065
C -9.8229 10.8993 -12.6340  -0.5476
N -10.1769 11.7879 -13.7718  0.8370
O -10.3127 11.4077 -14.9327  -0.5158
O -10.2261 12.9883 -13.4764  -0.5100
H -10.2825 11.2127 -11.6967  0.2819
H -8.7656 10.7294 -12.4308  0.1363
H -10.2077 9.9540 -13.0168  0.2961
C -6.1469 11.7893 -8.0139  -0.7469
N -5.1345 11.7480 -9.2055  0.7182
O -4.3675 12.6943 -9.3299  -0.4609
O -4.9811 10.6180 -9.7797  -0.4542
H -6.7175 10.8699 -7.8825  0.3009
H -6.9347 12.5411 -8.0622  0.3074
H -5.5572 11.9345 -7.1087  0.3063
Cl -4.8417 7.5412 -7.5504  -0.1445
C -4.4726 5.8020 -7.6044  -0.5831
C -5.2918 5.0981 -8.7408  -0.0789
Cl -4.8453 3.3651 -8.7308  -0.1964
H -4.4926 5.2583 -6.6599  0.3971
H -3.3980 5.8088 -7.7869  0.2986
H -5.0857 5.5771 -9.6979  0.0076
H -6.3598 5.1541 -8.5300  0.3060
Cl -7.2886 8.1891 -12.7649  -0.2088
C -5.7372 9.0063 -12.1427  -0.4053
C -4.4791 8.0986 -12.4105  -0.2473
Cl -4.4622 7.5074 -14.0805  -0.2018
H -5.8781 8.9638 -11.0627  0.3196
H -5.5904 10.0280 -12.4930  0.3807
H -4.3978 7.1920 -11.8110  0.0586
H -3.5741 8.7033 -12.3513  0.3475

***

(5)
Computed, not measured: C33H26As2N2O8Pd as an isolated structure, with wB97M-V/def2-TZVPD.

Kohn-Sham gap, eV: 4.68
ΔE to the lowest compared entry with this formula, charge and spin, kJ/mol: 435.3
Net charge: -2
LUMO, eV: 3.973
Largest force on an atom, eV/Å: 4.57

Each line ends with the Mulliken charge.
Positions of all 72 atoms, in Å:
Pd 0.3318 0.0068 0.0199  -0.2078
C 2.3320 -0.0650 3.2122  -1.2669
C 3.1803 -0.6663 2.0969  -1.0646
As 2.7075 0.0882 0.3259  0.3823
C 4.4336 -0.0969 -0.6158  0.4067
C 4.3691 -0.5139 -1.9421  -0.3755
C 5.5226 -0.6678 -2.7014  -0.6091
C 6.7629 -0.4087 -2.1383  -0.3333
C 6.8412 0.0006 -0.8132  -0.8204
C 5.6853 0.1531 -0.0598  -0.1929
C 2.8406 2.0069 0.8070  0.4602
C 1.8218 2.8534 0.3775  -0.3775
C 1.8363 4.2031 0.7102  -0.6901
C 2.8686 4.7266 1.4747  -0.3987
C 3.8886 3.8921 1.9111  -0.7192
C 3.8692 2.5442 1.5779  0.0627
As 0.3935 0.0377 2.7661  1.5727
C -0.0778 -1.8673 2.8979  0.3158
C -0.9468 -2.3691 3.8634  -0.4916
C -1.2765 -3.7184 3.8957  -0.7463
C -0.7460 -4.5899 2.9576  -0.4834
C 0.1049 -4.0989 1.9788  -0.8919
C 0.4297 -2.7513 1.9456  0.1807
C -0.1789 0.5795 4.6093  -0.3454
C 0.1968 -0.0626 5.7897  0.1011
C -0.2385 0.3981 7.0243  -0.6607
C -1.0603 1.5173 7.0974  -0.3672
C -1.4394 2.1668 5.9329  -0.5676
C -0.9987 1.6988 4.6988  -0.5105
H 2.6314 0.9706 3.3873  0.4807
H 2.4948 -0.6138 4.1432  0.5902
H 3.0204 -1.7434 2.0278  0.6027
H 4.2427 -0.5178 2.3194  0.5144
H 3.3982 -0.7149 -2.3829  0.3301
H 5.4500 -0.9906 -3.7331  0.3610
H 7.6657 -0.5278 -2.7255  0.3496
H 7.8070 0.2002 -0.3635  0.3604
H 5.7772 0.4621 0.9728  0.0891
H 1.0032 2.4443 -0.2085  0.3649
H 1.0277 4.8400 0.3732  0.4199
H 2.8751 5.7781 1.7379  0.3593
H 4.6947 4.2882 2.5185  0.3723
H 4.6634 1.9088 1.9512  0.1225
H -1.3926 -1.7081 4.5948  0.4071
H -1.9618 -4.0847 4.6513  0.3587
H -1.0130 -5.6394 2.9728  0.3476
H 0.5018 -4.7634 1.2212  0.3620
H 1.0618 -2.3773 1.1497  0.1984
H 0.8306 -0.9421 5.7457  0.2743
H 0.0596 -0.1164 7.9314  0.3610
H -1.4041 1.8782 8.0599  0.3424
H -2.0811 3.0388 5.9810  0.3720
H -1.2978 2.2075 3.7881  0.4069
O -4.1741 2.1480 -0.3338  -0.7246
C -3.3353 1.2675 -0.2798  0.0951
O -2.0531 1.5353 -0.1827  -0.2709
C -3.8259 -0.2426 -0.3293  0.3035
C -5.1927 -0.2308 -0.4482  -0.3095
C -5.9933 -1.3816 -0.5357  -0.7933
C -5.4088 -2.6429 -0.5077  -0.2475
C -4.0636 -2.7163 -0.3934  -0.3036
C -3.1259 -1.6092 -0.2821  0.7479
O -1.9377 -1.8979 -0.1733  -0.4900
N -3.4925 -4.0734 -0.3748  1.0232
O -3.5613 -4.7065 0.6641  -0.6022
O -3.0386 -4.5210 -1.4101  -0.6373
N -7.4029 -1.2739 -0.6532  0.9955
O -7.9251 -0.1587 -0.6579  -0.6933
O -8.0768 -2.3078 -0.7479  -0.7272
H -5.6787 0.7326 -0.4798  0.6808
H -6.0160 -3.5352 -0.5751  0.5050
O -1.5146 0.2458 -0.2969  -0.6608

***

(6)
Computed, not measured: a 11-piece molecular cluster, C5H30NO11 overall, with wB97M-V/def2-TZVPD.

Kohn-Sham gap, eV: 9.70
ΔE to the lowest compared entry with this formula, charge and spin, kJ/mol: 471.6
Net charge: -1
LUMO, eV: 2.769
Largest force on an atom, eV/Å: 9.25

Each line ends with the Mulliken charge.
Positions of all 47 atoms, in Å:
C -1.5924 -1.4391 1.1023  0.4130
O -1.1607 -2.5626 0.3832  -0.6351
C -0.6417 -0.6327 1.8661  -1.3211
C 0.1170 0.3620 0.9401  1.5293
C -0.1424 1.7335 1.4426  -1.4825
C 0.1154 3.0609 -0.4384  -0.3632
N -0.7370 2.3341 0.2041  -0.1238
H -1.9761 -0.7589 0.2786  -0.0379
H -2.5061 -1.7637 1.7025  0.2181
H 0.1217 -1.3020 2.3112  0.4619
H -1.2089 -0.2202 2.7131  0.6130
H -0.0824 0.1427 -0.2121  -0.1008
H 1.1030 -0.0037 0.8891  -0.1253
H 0.8217 2.0856 1.6617  0.5449
H -0.8542 1.9185 2.2906  0.5214
H -0.1326 3.7909 -1.1672  0.2914
H 1.1793 2.9507 -0.1666  0.1659
H -1.9507 -0.3747 -2.2895  0.4036
H -1.1490 0.8109 -2.1057  0.2729
O -1.8542 0.4379 -2.6499  -0.7138
H -0.2021 -2.7317 0.2852  0.1375
H 2.0468 -1.7427 0.3936  0.2945
O 1.4968 -2.4795 0.8929  -0.6154
H -3.2532 0.5191 1.9544  0.3327
H -3.0965 1.7123 1.3437  0.3303
O -3.5982 1.3281 1.9686  -0.6492
H 2.2148 -3.0712 1.1382  0.2282
H 3.2710 -1.4125 -1.2550  0.0800
O 2.8177 -0.8958 -0.6998  -0.9979
H 2.8690 1.8779 -0.8468  0.3144
H 3.3914 0.4626 -0.4775  0.4480
O 3.7042 1.5118 -0.5357  -0.8862
H 1.5298 0.0386 -1.4227  0.1956
H 1.0633 0.3111 -2.9464  0.2980
O 0.8311 0.5743 -1.9852  -0.5501
H 3.4859 2.4803 1.0679  0.4166
H 2.8892 1.3593 1.8459  0.3321
O 3.0406 2.3803 1.9426  -0.7464
H 1.6575 -1.9735 -1.2936  0.4467
H 0.5867 -3.0806 -1.3139  0.3537
O 1.1753 -2.5802 -1.9177  -0.6896
H -2.2401 -2.9458 -0.8989  0.4135
H -1.6453 -2.8004 -2.3085  0.2941
O -2.4847 -2.8450 -1.8703  -0.7193
H -2.8055 0.4337 -0.4274  -0.1041
H -2.8766 1.8935 -0.9100  0.2913
O -3.3387 1.1061 -0.4797  -0.7808

***

Copy entry 4 word for word.
Computed, not measured: a 5-piece molecular cluster, C7H17Cl4N3O6 overall, with wB97M-V/def2-TZVPD.

Kohn-Sham gap, eV: 10.20
SMILES string: C[N+](=O)[O-].C[N+](=O)[O-].C[N+](=O)[O-].ClCCCl.ClCCCl
ΔE to the lowest compared entry with this formula, charge and spin, kJ/mol: 139.8
Net charge: 0
LUMO, eV: -0.749
Largest force on an atom, eV/Å: 4.20

Each line ends with the Mulliken charge.
Positions of all 37 atoms, in Å:
C -6.2840 10.5111 -15.8204  -0.3757
N -5.6934 11.8732 -15.8877  0.9700
O -4.8130 12.0171 -16.6339  -0.5683
O -6.2667 12.6872 -15.2275  -0.5638
H -6.9420 10.4645 -14.9527  0.0650
H -5.5321 9.7232 -15.7740  0.1680
H -6.8325 10.4950 -16.7622  0.3065
C -9.8229 10.8993 -12.6340  -0.5476
N -10.1769 11.7879 -13.7718  0.8370
O -10.3127 11.4077 -14.9327  -0.5158
O -10.2261 12.9883 -13.4764  -0.5100
H -10.2825 11.2127 -11.6967  0.2819
H -8.7656 10.7294 -12.4308  0.1363
H -10.2077 9.9540 -13.0168  0.2961
C -6.1469 11.7893 -8.0139  -0.7469
N -5.1345 11.7480 -9.2055  0.7182
O -4.3675 12.6943 -9.3299  -0.4609
O -4.9811 10.6180 -9.7797  -0.4542
H -6.7175 10.8699 -7.8825  0.3009
H -6.9347 12.5411 -8.0622  0.3074
H -5.5572 11.9345 -7.1087  0.3063
Cl -4.8417 7.5412 -7.5504  -0.1445
C -4.4726 5.8020 -7.6044  -0.5831
C -5.2918 5.0981 -8.7408  -0.0789
Cl -4.8453 3.3651 -8.7308  -0.1964
H -4.4926 5.2583 -6.6599  0.3971
H -3.3980 5.8088 -7.7869  0.2986
H -5.0857 5.5771 -9.6979  0.0076
H -6.3598 5.1541 -8.5300  0.3060
Cl -7.2886 8.1891 -12.7649  -0.2088
C -5.7372 9.0063 -12.1427  -0.4053
C -4.4791 8.0986 -12.4105  -0.2473
Cl -4.4622 7.5074 -14.0805  -0.2018
H -5.8781 8.9638 -11.0627  0.3196
H -5.5904 10.0280 -12.4930  0.3807
H -4.3978 7.1920 -11.8110  0.0586
H -3.5741 8.7033 -12.3513  0.3475

***

Question: Number 1 is which compound?
Answer: C10H36F3NO10